65
Properties=species:S:1:pos:R:3 method="wB97M-V/def2-TZVPD" spin_multiplicity=2 orbital_gap_ev="7.05 / 7.05"
Yb 0.09 0.95 -0.26
O -0.09 2.15 1.46
C 0.01 1.85 2.77
C -0.95 2.37 3.67
C -0.98 2.15 5.06
C 0.07 1.44 5.63
C 1.02 0.90 4.76
C 0.97 1.00 3.36
C 1.99 0.41 2.48
N 1.94 0.17 1.16
C 3.14 -0.49 0.88
C 3.89 -0.55 2.02
N 3.14 -0.02 3.02
H -1.67 3.00 3.24
H -1.71 2.61 5.69
H 0.17 1.31 6.70
H 1.81 0.25 5.17
H 3.39 -0.80 -0.09
H 4.88 -0.93 2.12
H 3.24 -0.14 4.00
Cl -6.87 0.52 -3.87
C -5.40 0.83 -3.01
C -4.30 1.14 -3.75
C -3.08 1.19 -3.09
Cl -1.69 1.72 -4.08
C -2.88 0.99 -1.72
O -1.76 1.19 -1.15
C -4.10 0.71 -1.03
Cl -3.94 0.69 0.70
C -5.26 0.57 -1.67
H -4.34 1.39 -4.81
H -6.16 0.29 -1.17
C 0.81 -2.18 -3.67
C 0.63 -1.06 -2.88
N 0.22 -1.13 -1.64
C -0.05 -2.36 -1.07
C 0.05 -3.54 -1.86
C 0.59 -3.45 -3.17
C -0.19 -4.81 -1.26
C -0.51 -4.85 0.02
C -0.75 -3.69 0.84
C -1.26 -3.75 2.14
C -1.46 -2.59 2.83
C -1.26 -1.33 2.16
N -0.80 -1.29 0.91
C -0.63 -2.41 0.27
H 1.23 -2.09 -4.63
H 0.87 -0.03 -3.20
H 0.78 -4.35 -3.71
H 0.05 -5.75 -1.79
H -0.64 -5.74 0.63
H -1.34 -4.73 2.59
H -1.69 -2.66 3.92
H -1.47 -0.40 2.70
Br 4.99 5.15 -3.06
C 3.66 3.89 -2.60
C 3.85 2.55 -2.77
C 2.96 1.67 -2.22
C 1.78 2.07 -1.57
C 1.53 3.45 -1.52
C 2.47 4.35 -2.02
H 4.76 2.19 -3.17
H 3.23 0.61 -2.31
H 0.66 3.90 -1.04
H 2.33 5.49 -2.05

=====

31
Properties=species:S:1:pos:R:3 method="wB97M-V/def2-TZVPD" e_above_lowest_ev=1.5754 charge=+1 orbital_gap_ev=9.70
C 2.68 1.37 0.40
C 1.68 0.28 0.57
C 0.38 0.55 1.29
N 1.97 -0.88 0.09
N 1.53 -2.01 0.80
C 2.09 -2.47 1.89
N 2.17 -3.86 2.10
N 2.60 -1.64 2.87
H 2.99 1.66 1.40
H 2.29 2.23 -0.14
H 3.54 0.99 -0.16
H 0.41 0.10 2.28
H 0.24 1.62 1.41
H -0.44 0.11 0.73
H 0.76 -2.55 0.40
H 1.24 -4.30 2.10
H 2.63 -4.27 1.29
H 1.93 -0.92 3.13
H 3.52 -1.24 2.70
C -3.85 2.00 -2.79
C -2.37 1.71 -2.57
C -2.14 0.40 -1.80
C -2.66 0.47 -0.43
N -3.06 0.53 0.64
H -4.37 2.15 -1.85
H -3.97 2.90 -3.39
H -4.34 1.18 -3.33
H -1.90 2.54 -2.04
H -1.87 1.62 -3.54
H -1.07 0.18 -1.75
H -2.61 -0.44 -2.32

=====

59
Properties=species:S:1:pos:R:3 method="wB97M-V/def2-TZVPD" spin_multiplicity=2 charge=-2 orbital_gap_ev="3.40 / 8.39"
As -0.02 0.30 -0.50
F 1.30 1.46 -0.11
F 0.92 -1.06 0.16
F -1.39 -0.83 -0.91
F -1.12 1.61 -1.12
F 0.65 0.21 -2.16
F -0.65 0.56 1.19
C -2.42 -2.22 -3.86
O -2.94 -2.73 -4.82
N -1.13 -2.26 -3.67
N -3.09 -1.63 -2.94
H -0.80 -2.62 -4.56
H -0.69 -1.58 -3.07
H -4.10 -1.60 -2.98
H -2.51 -1.30 -2.18
C -3.92 1.27 1.81
O -3.68 0.22 2.42
N -3.51 1.58 0.59
N -4.66 2.18 2.33
H -2.60 1.16 0.44
H -3.78 2.36 0.02
H -5.04 2.13 3.27
H -5.16 2.72 1.64
C 5.36 0.13 -1.36
O 5.79 -0.06 -0.24
N 4.16 0.53 -1.59
N 6.02 0.02 -2.54
H 3.50 0.70 -0.85
H 3.96 0.68 -2.57
H 5.60 0.58 -3.26
H 6.96 -0.33 -2.47
C -1.78 -3.48 2.09
O -2.89 -3.63 2.61
N -0.94 -4.34 1.67
N -1.30 -2.37 1.80
H -0.08 -4.01 1.26
H -1.17 -5.29 1.95
H -1.88 -1.55 1.93
H -0.42 -2.27 1.32
C 1.11 0.63 4.20
O 2.03 0.08 3.61
N 0.91 0.63 5.47
N 0.18 1.23 3.58
H 1.42 0.05 6.13
H 0.12 1.16 5.81
H -0.55 1.70 4.09
H 0.30 1.25 2.58
O -1.19 2.51 -3.82
H -1.21 2.21 -2.91
H -1.94 2.08 -4.23
O 2.00 -2.49 2.27
H 1.96 -1.56 2.05
H 1.66 -2.54 3.17
O 1.69 1.70 -4.62
H 2.53 1.32 -4.37
H 1.27 1.92 -3.79
O 2.37 4.44 -0.36
H 2.26 4.93 0.46
H 2.52 3.54 -0.09

=====

48
Properties=species:S:1:pos:R:3 method="wB97M-V/def2-TZVPD" spin_multiplicity=5 charge=-2 orbital_gap_ev="2.88 / 4.66"
C -2.84 -0.56 2.34
C -1.57 0.27 2.26
O -0.56 -0.53 1.62
C 0.69 -0.01 1.54
S 1.86 -0.89 0.74
S 1.01 1.48 2.23
H -3.68 0.09 2.59
H -3.08 -1.06 1.39
H -2.76 -1.31 3.12
H -1.77 1.19 1.69
H -1.27 0.55 3.28
C -1.49 -4.15 -3.07
O -0.68 -3.01 -3.38
C 0.48 -2.80 -2.72
C 1.27 -1.71 -3.18
C 2.52 -1.49 -2.66
C 3.03 -2.30 -1.61
C 4.27 -2.00 -1.04
C 4.91 -2.72 0.03
C 6.35 -3.03 0.09
C 6.65 -3.57 1.39
C 5.43 -3.56 2.18
C 4.37 -3.06 1.35
Fe 5.83 -1.74 1.48
C 5.07 0.10 1.44
C 6.31 0.02 0.70
C 7.34 -0.48 1.59
C 6.73 -0.72 2.89
C 5.32 -0.37 2.79
C 2.20 -3.36 -1.12
C 0.95 -3.59 -1.64
H -2.33 -4.06 -3.77
H -0.96 -5.09 -3.23
H -1.86 -4.10 -2.03
H 0.86 -1.08 -3.98
H 3.13 -0.66 -3.01
H 4.89 -1.24 -1.54
H 7.01 -2.95 -0.77
H 7.61 -3.97 1.72
H 5.32 -3.92 3.20
H 3.31 -3.00 1.60
H 4.13 0.52 1.10
H 6.46 0.37 -0.32
H 8.39 -0.58 1.36
H 7.25 -1.03 3.79
H 4.59 -0.37 3.60
H 2.56 -3.98 -0.30
H 0.33 -4.40 -1.23

=====

22
Properties=species:S:1:pos:R:3 method="wB97M-V/def2-TZVPD" e_above_lowest_ev=0.0658 spin_multiplicity=2 orbital_gap_ev="10.70 / 3.25"
F 0.02 0.15 -0.27
O -0.01 -2.52 -1.05
H 0.04 -1.62 -0.72
H 0.37 -2.48 -1.93
O 0.56 -2.69 1.64
H -0.02 -3.42 1.84
H 0.50 -2.58 0.69
O -2.85 0.08 0.17
H -3.17 0.95 0.43
H -1.92 0.22 -0.02
O -0.23 0.58 -2.90
H -1.18 0.68 -2.93
H -0.04 0.38 -1.98
O 2.81 0.46 0.71
H 2.78 0.60 1.66
H 1.92 0.19 0.48
O 0.70 2.93 -0.70
H -0.24 3.10 -0.80
H 0.76 1.98 -0.63
O -0.51 1.29 2.20
H 0.12 0.84 2.76
H -0.42 0.87 1.34

=====

19
Properties=species:S:1:pos:R:3 method="wB97M-V/def2-TZVPD" smiles="CC1=NO[C@H]2C[C@@H](N)[C@H]12" e_above_lowest_ev=4.3622 orbital_gap_ev=9.92
C 1.17 -2.15 -1.09
C 1.26 -0.67 -0.84
N 2.11 0.19 -1.26
O 1.84 1.49 -0.75
C 0.81 1.31 0.22
C -0.54 1.85 0.71
C -0.95 0.31 0.90
N -2.33 -0.03 0.54
C 0.06 0.09 -0.28
H 2.18 -2.60 -1.17
H 0.67 -2.65 -0.25
H 0.63 -2.39 -2.05
H 1.28 0.94 1.12
H -0.60 2.41 1.67
H -1.09 2.26 -0.11
H -0.59 -0.08 1.85
H -2.37 -1.04 0.80
H -2.98 0.43 1.16
H -0.55 0.30 -1.18

=====

91
Properties=species:S:1:pos:R:3 method="wB97M-V/def2-TZVPD" e_above_lowest_ev=4.1442 spin_multiplicity=2 charge=+1 orbital_gap_ev="3.13 / 3.13"
Ir 0.24 -0.29 -0.59
C 0.15 2.62 0.83
N -0.55 1.34 0.93
C -0.36 0.73 2.25
C 1.04 0.16 2.43
N 1.39 -0.66 1.29
C 2.50 -1.41 1.38
C 3.43 -1.50 2.45
F 3.31 -0.73 3.55
C 4.50 -2.39 2.44
F 5.32 -2.43 3.49
C 4.74 -3.22 1.35
F 5.77 -4.08 1.34
C 3.89 -3.13 0.25
F 4.08 -3.87 -0.84
C 2.82 -2.26 0.29
F 2.01 -2.19 -0.80
C -1.96 1.48 0.60
C -2.17 1.86 -0.87
N -1.22 1.16 -1.71
C -1.21 1.36 -3.02
C -2.11 2.15 -3.80
F -3.15 2.77 -3.20
C -2.02 2.29 -5.17
F -2.91 3.04 -5.82
C -1.01 1.64 -5.88
F -0.90 1.77 -7.20
C -0.10 0.86 -5.18
F 0.90 0.24 -5.81
C -0.22 0.72 -3.81
F 0.68 -0.10 -3.20
H -0.29 3.35 1.52
H 0.07 3.00 -0.19
H 1.20 2.49 1.06
H -1.07 -0.10 2.35
H -0.56 1.46 3.05
H 1.04 -0.43 3.35
H 1.78 0.96 2.56
H -2.45 2.23 1.24
H -2.44 0.51 0.78
H -2.05 2.95 -0.99
H -3.20 1.62 -1.14
C -3.18 -1.68 -1.03
P -1.48 -1.85 -1.71
C -1.81 -1.72 -3.51
C -2.96 -1.10 -4.00
C -3.19 -1.03 -5.37
C -2.28 -1.57 -6.27
C -1.14 -2.18 -5.79
C -0.90 -2.24 -4.43
C -1.14 -3.63 -1.54
C 0.08 -4.12 -2.01
C 0.35 -5.47 -1.99
C -0.58 -6.35 -1.47
C -1.77 -5.87 -0.95
C -2.06 -4.52 -0.99
H -3.88 -2.30 -1.60
H -3.50 -0.64 -1.09
H -3.19 -1.98 0.01
H -3.69 -0.67 -3.34
H -4.09 -0.56 -5.73
H -2.47 -1.52 -7.33
H -0.41 -2.59 -6.48
H 0.01 -2.70 -4.08
H 0.83 -3.43 -2.37
H 1.29 -5.84 -2.38
H -0.37 -7.41 -1.46
H -2.49 -6.56 -0.52
H -3.00 -4.17 -0.59
F -3.42 -4.82 6.23
C -2.76 -4.40 5.14
C -3.39 -3.52 4.27
C -2.72 -3.08 3.16
C -1.39 -3.52 2.87
C -0.70 -3.09 1.76
C -0.80 -4.45 3.78
C -1.47 -4.87 4.90
H -4.40 -3.20 4.49
H -3.20 -2.39 2.48
H -1.09 -2.35 1.09
H 0.28 -3.48 1.54
H 0.19 -4.81 3.58
H -1.02 -5.56 5.60
N 4.22 1.41 -3.27
C 3.45 0.56 -2.58
N 3.46 -0.73 -2.93
S 2.55 1.14 -1.27
H 4.84 1.09 -4.00
H 4.29 2.37 -2.98
H 3.95 -1.04 -3.76
H 2.81 -1.36 -2.51

=====

13
Properties=species:S:1:pos:R:3 method="wB97M-V/def2-TZVPD" e_above_lowest_ev=0.8785 spin_multiplicity=3 orbital_gap_ev="4.44 / 6.06"
C 1.27 -1.09 -0.49
N -0.75 1.54 -0.33
N -0.79 -0.31 1.33
O 0.66 1.92 1.80
O 1.43 0.20 0.18
P 0.23 0.95 0.83
H 0.97 -0.98 -1.46
H 0.54 -1.79 0.02
H 2.26 -1.60 -0.45
H -0.84 0.88 -1.17
H -1.13 2.47 -0.31
H -0.88 -0.50 2.27
H -1.73 -0.18 0.89

=====

The following calculated total energy values (in eV) correspond, in order, to the records above: -183760.506; -16029.641; -116118.477; -82280.155; -17273.373; -11407.726; -100252.479; -17509.925.
The following max |F| values (in Eh/bohr) correspond, in order, to the records above: 0.062; 0.035; 0.166; 0.041; 0.032; 0.048; 0.071; 0.077.